a:
Formula: C5H14
Source: OMol25
Level of theory: the ωB97M-V functional and the def2-TZVPD basis

Highest occupied orbital energy, eV: -11.1
SMILES: CCC.CC
Frontier orbital gap, eV: 12.296

```
! RIJCOSX wB97M-V def2-TZVPD def2/J DEFGRID3
* xyz 0 1
C -1.870 0.213 -1.085
C -1.297 0.086 -2.505
H -1.399 0.968 -0.456
H -2.943 0.412 -1.101
H -1.757 -0.761 -0.595
H -1.948 -0.539 -3.116
H -1.436 1.045 -3.025
H -0.237 -0.141 -2.450
C 1.383 0.055 0.742
C 1.071 -1.367 1.152
C 1.104 1.041 1.914
H 2.415 0.214 0.443
H 0.778 0.327 -0.125
H 0.431 -1.504 2.018
H 1.546 1.993 1.639
H 0.046 1.282 2.033
H 2.025 -1.870 1.389
H 0.706 -1.971 0.314
H 1.382 0.515 2.814
*
```

b:
Formula: C5H14
Source: OMol25
Level of theory: the ωB97M-V functional and the def2-TZVPD basis

Highest occupied orbital energy, eV: -10.7
SMILES: CCC.CC
Frontier orbital gap, eV: 11.805

```
! RIJCOSX wB97M-V def2-TZVPD def2/J DEFGRID3
* xyz 0 1
C 0.875 -0.227 1.296
C 2.281 -0.126 0.653
C 0.262 -1.609 1.185
H 1.008 -0.076 2.394
H 0.208 0.705 1.180
H 2.101 -0.286 -0.500
H 2.963 -0.899 1.039
H -0.644 -1.721 0.607
H 1.111 -2.391 0.834
H 2.772 0.937 0.562
H -0.035 -1.919 2.190
C -2.294 1.165 -1.613
C -0.925 0.758 -1.208
H -3.099 0.389 -1.538
H -2.638 1.944 -0.988
H -2.378 1.571 -2.657
H -0.489 0.186 -2.003
H -0.896 0.048 -0.433
H -0.181 1.550 -1.001
*
```

c:
Formula: C5H14
Source: OMol25
Level of theory: the ωB97M-V functional and the def2-TZVPD basis

Highest occupied orbital energy, eV: -11.2
SMILES: CCC.CC
Frontier orbital gap, eV: 12.373

```
! RIJCOSX wB97M-V def2-TZVPD def2/J DEFGRID3
* xyz 0 1
C -1.539 -1.743 0.739
C -1.107 -2.609 -0.461
H -2.538 -1.981 1.079
H -0.970 -1.769 1.674
H -1.458 -0.719 0.436
H -0.657 -3.530 -0.084
H -0.361 -2.082 -1.038
H -2.006 -2.902 -0.996
C 0.378 1.310 -0.061
C 0.958 2.335 0.910
C 1.366 0.897 -1.139
H -0.435 1.778 -0.636
H -0.111 0.491 0.450
H 1.516 3.102 0.387
H 0.240 2.807 1.571
H 0.948 0.263 -1.922
H 1.630 1.761 1.556
H 2.316 0.467 -0.816
H 1.681 1.801 -1.642
*
```

d:
Formula: C5H14
Source: OMol25
Level of theory: the ωB97M-V functional and the def2-TZVPD basis

Highest occupied orbital energy, eV: -10.7
SMILES: CCC.CC
Frontier orbital gap, eV: 11.823

```
! RIJCOSX wB97M-V def2-TZVPD def2/J DEFGRID3
* xyz 0 1
C 1.042 0.373 0.767
C 0.853 1.828 0.339
C 1.226 0.476 2.344
H 0.192 -0.188 0.491
H 1.865 -0.110 0.331
H -0.232 2.013 0.116
H 0.377 0.749 2.836
H 1.567 -0.558 2.764
H 1.891 1.384 2.472
H 1.317 2.644 0.933
H 1.453 1.876 -0.615
C -1.208 -1.218 -2.332
C -1.622 -1.395 -0.915
H -0.431 -2.037 -2.614
H -2.121 -1.124 -2.909
H -0.783 -0.222 -2.539
H -2.199 -0.610 -0.452
H -0.840 -1.756 -0.314
H -2.348 -2.125 -0.703
*
```

From most stable to least stable, the computed energies give c, a, b, d.

a:
Formula: C5H14
Source: OMol25
Level of theory: the ωB97M-V functional and the def2-TZVPD basis

Highest occupied orbital energy, eV: -11.2
SMILES: CCC.CC
Frontier orbital gap, eV: 12.358

```
! RIJCOSX wB97M-V def2-TZVPD def2/J DEFGRID3
* xyz 0 1
C -0.969 1.066 -1.982
C -1.055 2.337 -1.117
H -1.849 0.948 -2.606
H -0.023 1.098 -2.519
H -0.872 0.163 -1.386
H -1.801 2.192 -0.334
H -0.095 2.557 -0.663
H -1.412 3.161 -1.727
C 1.184 -0.908 1.397
C 1.121 -1.115 -0.176
C 0.053 -1.618 2.125
H 2.146 -1.166 1.835
H 1.037 0.169 1.520
H 1.802 -1.919 -0.436
H 0.080 -2.699 1.977
H 0.085 -1.416 3.196
H -0.909 -1.233 1.786
H 0.106 -1.474 -0.314
H 1.371 -0.142 -0.576
*
```

b:
Formula: C5H14
Source: OMol25
Level of theory: the ωB97M-V functional and the def2-TZVPD basis

Highest occupied orbital energy, eV: -11.1
SMILES: CCC.CC
Frontier orbital gap, eV: 12.241

```
! RIJCOSX wB97M-V def2-TZVPD def2/J DEFGRID3
* xyz 0 1
C -0.520 -0.980 -1.149
C -0.069 0.372 -1.785
C 0.144 -2.092 -1.951
H -0.333 -0.954 -0.087
H -1.605 -0.929 -1.287
H 0.106 1.049 -0.943
H 0.508 -1.762 -2.983
H -0.856 0.840 -2.418
H 0.813 0.239 -2.432
H 1.189 -2.205 -1.641
H -0.289 -3.032 -2.080
C 0.791 0.953 2.050
C -0.534 1.457 2.563
H 0.879 -0.124 2.182
H 1.009 1.013 0.996
H 1.613 1.467 2.598
H -0.899 0.942 3.460
H -1.398 1.234 1.955
H -0.551 2.510 2.951
*
```

c:
Formula: C5H14
Source: OMol25
Level of theory: the ωB97M-V functional and the def2-TZVPD basis

Highest occupied orbital energy, eV: -10.7
SMILES: CCC.CC
Frontier orbital gap, eV: 11.774

```
! RIJCOSX wB97M-V def2-TZVPD def2/J DEFGRID3
* xyz 0 1
C 0.643 -0.057 3.395
C 0.449 -0.238 1.820
H -0.151 -0.524 3.950
H 1.718 -0.318 3.595
H 0.808 1.070 3.556
H -0.181 -1.141 1.482
H -0.274 0.511 1.556
H 1.397 -0.141 1.220
C -0.725 0.471 -2.169
C -1.391 -0.345 -1.108
C 0.844 0.208 -2.356
H -1.225 0.467 -3.122
H -0.731 1.536 -1.765
H -0.686 -0.379 -0.206
H 1.088 0.728 -3.351
H 1.517 0.349 -1.589
H 0.821 -0.804 -2.591
H -2.369 0.013 -0.799
H -1.554 -1.406 -1.515
*
```

From most stable to least stable, the computed energies give a, b, c.

a:
Formula: C4H9N
Source: OMol25
Level of theory: the ωB97M-V functional and the def2-TZVPD basis

Highest occupied orbital energy, eV: -9.2
SMILES: CCN1CC1
Frontier orbital gap, eV: 10.457

```
! RIJCOSX wB97M-V def2-TZVPD def2/J DEFGRID3
* xyz 0 1
C 1.823 0.293 0.136
C 0.685 -0.526 -0.466
N -0.489 0.317 -0.576
C -1.808 -0.257 -0.423
C -1.189 0.550 0.665
H 2.006 1.195 -0.458
H 1.585 0.616 1.157
H 2.743 -0.296 0.172
H 0.492 -1.419 0.161
H 0.952 -0.869 -1.473
H -1.876 -1.337 -0.262
H -2.605 0.153 -1.040
H -1.412 1.597 0.852
H -0.906 -0.015 1.554
*
```

b:
Formula: C4H9N
Source: OMol25
Level of theory: the ωB97M-V functional and the def2-TZVPD basis

Highest occupied orbital energy, eV: -9.4
SMILES: CCN1CC1
Frontier orbital gap, eV: 10.618

```
! RIJCOSX wB97M-V def2-TZVPD def2/J DEFGRID3
* xyz 0 1
C -0.139 -1.259 1.404
C 0.638 -0.091 0.649
C -0.873 0.403 -1.105
C 0.395 1.064 -1.436
H 0.053 -1.167 2.468
H -1.221 -1.046 1.284
H 0.100 -2.187 0.940
H 0.333 0.908 1.062
H 1.725 -0.059 0.878
H -1.365 -0.101 -1.950
H -1.541 0.698 -0.201
H 0.667 1.897 -0.716
H 0.818 1.142 -2.468
N 0.409 -0.202 -0.810
*
```

c:
Formula: C4H9N
Source: OMol25
Level of theory: the ωB97M-V functional and the def2-TZVPD basis

Highest occupied orbital energy, eV: -7.7
SMILES: CC/C=C/N
Frontier orbital gap, eV: 8.988

```
! RIJCOSX wB97M-V def2-TZVPD def2/J DEFGRID3
* xyz 0 1
C 0.764 -0.881 -2.094
C 0.686 -1.063 -0.568
C -0.346 -0.120 0.036
C -0.156 0.602 1.145
N -1.058 1.529 1.641
H 0.206 -1.660 -2.606
H 1.799 -1.022 -2.440
H 0.523 0.129 -2.418
H 0.414 -2.075 -0.314
H 1.650 -0.786 -0.153
H -1.288 -0.077 -0.507
H 0.715 0.379 1.743
H -0.942 1.975 2.530
H -2.012 1.473 1.321
*
```

From most stable to least stable, the computed energies give c, a, b.